Model w:
Computed, not measured: 2 unconnected molecules or ions with the total composition C2H9NOS, with the ωB97M-V functional and the def2-TZVPD basis.

Last column: natural (NBO) charge in e.
Atoms and positions in Å:
N (-3.92, -1.33, 1.86)  -0.861
C (-3.58, -1.41, 0.46)  0.085
O (-3.65, -0.08, -0.17)  -0.761
H (-4.82, -1.14, 2.26)  0.378
H (-3.23, -0.70, 2.27)  0.364
H (-4.12, -2.32, -0.17)  0.160
H (-2.51, -1.60, 0.42)  0.165
H (-4.03, -0.18, -1.10)  0.469
C (3.63, 1.71, 0.10)  -0.725
S (3.78, 0.43, -1.09)  -0.024
H (2.94, 1.47, 0.82)  0.215
H (3.28, 2.50, -0.47)  0.217
H (4.55, 1.94, 0.48)  0.207
H (3.74, 1.34, -2.05)  0.110

Calculated values
Orbital gap (eV): 9.890
SMILES string: NCO.CS

Model x:
Computed, not measured: 2 unconnected molecules or ions with the total composition C2H9NOS, with the ωB97M-V functional and the def2-TZVPD basis.

Last column: natural (NBO) charge in e.
Atoms and positions in Å:
N (-0.46, -0.29, 1.63)  -0.857
C (-0.19, -1.55, 0.95)  0.096
O (0.59, -1.27, -0.21)  -0.724
H (-1.02, -0.39, 2.46)  0.370
H (0.42, 0.17, 1.78)  0.357
H (-1.13, -1.95, 0.59)  0.171
H (0.38, -2.31, 1.50)  0.133
H (1.53, -1.20, 0.02)  0.464
C (0.36, 1.36, -1.72)  -0.700
S (-1.22, 2.25, -1.31)  -0.102
H (0.80, 1.87, -2.59)  0.209
H (0.14, 0.37, -2.09)  0.225
H (1.06, 1.38, -0.88)  0.207
H (-1.27, 1.54, -0.13)  0.151

Calculated values
Orbital gap (eV): 9.244
SMILES string: NCO.CS

Stability check: which of them is least stable? model w.

Model w:
Computed, not measured: a single C17H27N3O4S molecule, with the ωB97M-V functional and the def2-TZVPD basis.

Last column: natural (NBO) charge in e.
Atoms and positions in Å:
C (-4.12, -0.95, 1.37)  -0.611
C (-2.60, -0.94, 1.48)  -0.208
N (-2.10, 0.39, 1.81)  -0.449
C (-2.12, 1.29, 0.67)  -0.236
C (-1.75, 2.70, 1.13)  -0.223
N (-0.46, 2.69, 1.77)  -0.430
C (0.67, 3.32, 1.38)  0.654
O (1.70, 3.26, 2.02)  -0.633
C (0.61, 4.14, 0.09)  -0.166
O (0.07, 3.44, -1.02)  -0.511
C (0.65, 2.29, -1.43)  0.402
C (1.85, 1.78, -0.92)  -0.340
C (2.33, 0.58, -1.42)  -0.154
C (1.64, -0.10, -2.40)  -0.372
S (2.23, -1.68, -2.97)  2.320
O (3.61, -1.84, -2.60)  -0.944
O (1.86, -1.87, -4.35)  -0.941
N (1.24, -2.70, -2.09)  -0.872
C (1.68, -3.06, -0.75)  -0.054
C (0.46, -3.41, 0.10)  -0.607
C (2.69, -4.20, -0.78)  -0.626
C (0.47, 0.40, -2.92)  -0.151
C (-0.03, 1.60, -2.44)  -0.289
C (-0.42, 1.77, 2.89)  -0.232
C (-0.77, 0.37, 2.39)  -0.224
H (-4.56, -0.50, 2.26)  0.214
H (-4.47, -1.98, 1.29)  0.213
H (-4.47, -0.41, 0.50)  0.200
H (-2.15, -1.31, 0.54)  0.164
H (-2.30, -1.61, 2.29)  0.196
H (-1.41, 0.96, -0.11)  0.174
H (-3.12, 1.31, 0.25)  0.208
H (-2.49, 3.03, 1.87)  0.199
H (-1.77, 3.38, 0.28)  0.228
H (-0.03, 5.01, 0.22)  0.217
H (1.63, 4.48, -0.13)  0.212
H (2.39, 2.29, -0.15)  0.249
H (3.26, 0.17, -1.05)  0.243
H (0.93, -3.48, -2.64)  0.402
H (2.16, -2.16, -0.36)  0.202
H (0.77, -3.59, 1.13)  0.213
H (-0.03, -4.30, -0.28)  0.203
H (-0.25, -2.58, 0.09)  0.214
H (2.24, -5.10, -1.20)  0.198
H (3.54, -3.92, -1.39)  0.240
H (3.04, -4.43, 0.23)  0.211
H (-0.04, -0.15, -3.70)  0.241
H (-0.94, 2.03, -2.83)  0.229
H (-1.14, 2.09, 3.64)  0.199
H (0.59, 1.79, 3.31)  0.249
H (-0.01, 0.03, 1.67)  0.169
H (-0.77, -0.32, 3.24)  0.207

Calculated values
Orbital gap (eV): 9.572
SMILES string: CCN1CCN(C(=O)COc2ccc(S(=O)(=O)NC(C)C)cc2)CC1

Model x:
Computed, not measured: a single C17H27N3O4S molecule, with the ωB97M-V functional and the def2-TZVPD basis.

Last column: natural (NBO) charge in e.
Atoms and positions in Å:
C (3.49, 1.51, 0.40)  -0.607
C (3.08, 2.12, -0.93)  -0.407
C (1.83, 2.99, -0.81)  -0.224
N (0.61, 2.21, -0.72)  -0.619
C (-0.03, 1.95, 0.44)  0.310
S (0.47, 2.54, 1.90)  -0.247
N (-1.17, 1.18, 0.33)  -0.484
C (-1.76, 0.66, 1.54)  -0.220
C (-2.53, -0.65, 1.28)  -0.201
C (-3.20, -1.13, 2.56)  -0.604
C (-1.58, -1.76, 0.75)  -0.215
N (-0.97, -1.36, -0.50)  -0.410
C (0.33, -1.07, -0.70)  0.612
O (0.74, -0.53, -1.72)  -0.630
C (1.34, -1.47, 0.39)  0.722
O (1.17, -1.39, 1.58)  -0.583
O (2.44, -1.91, -0.19)  -0.475
C (3.53, -2.27, 0.67)  -0.076
C (4.77, -2.44, -0.17)  -0.623
C (-1.92, -1.03, -1.53)  -0.222
C (-2.88, 0.09, -1.09)  -0.197
C (-3.90, 0.37, -2.19)  -0.605
C (-2.11, 1.38, -0.75)  -0.196
C (-3.55, -0.37, 0.19)  0.705
O (-4.74, -0.50, 0.32)  -0.548
H (2.69, 0.90, 0.81)  0.207
H (4.38, 0.90, 0.28)  0.197
H (3.71, 2.29, 1.13)  0.214
H (2.89, 1.32, -1.65)  0.207
H (3.89, 2.74, -1.32)  0.202
H (1.74, 3.63, -1.69)  0.193
H (1.89, 3.61, 0.09)  0.235
H (0.49, 1.55, -1.48)  0.417
H (-0.96, 0.48, 2.26)  0.262
H (-2.46, 1.39, 1.98)  0.201
H (-2.45, -1.30, 3.33)  0.216
H (-3.90, -0.38, 2.92)  0.229
H (-3.75, -2.05, 2.38)  0.222
H (-0.82, -1.96, 1.50)  0.260
H (-2.17, -2.67, 0.58)  0.199
H (3.26, -3.20, 1.19)  0.187
H (3.65, -1.48, 1.43)  0.203
H (5.00, -1.51, -0.69)  0.218
H (4.62, -3.22, -0.91)  0.215
H (5.61, -2.70, 0.46)  0.219
H (-1.36, -0.72, -2.42)  0.251
H (-2.50, -1.92, -1.78)  0.207
H (-4.48, -0.53, -2.39)  0.226
H (-4.60, 1.14, -1.87)  0.228
H (-3.41, 0.69, -3.10)  0.211
H (-1.58, 1.73, -1.64)  0.222
H (-2.84, 2.15, -0.46)  0.195

Calculated values
Orbital gap (eV): 8.506
SMILES string: CCCNC(=S)N1C[C@]2(C)CN(C(=O)C(=O)OCC)C[C@](C)(C1)C2=O

Stability check: which of them is least stable? model w.

Model w:
Computed, not measured: 2 unconnected molecules or ions with the total composition C2H6NO2, with the ωB97M-V functional and the def2-TZVPD basis.

Last column: natural (NBO) charge in e.
Atoms and positions in Å:
C (0.23, 0.65, 1.70)  -0.104
C (0.78, -0.19, 0.70)  0.701
N (0.87, -1.29, 0.09)  -0.677
O (1.45, 0.89, 0.86)  -0.328
O (-0.57, 0.54, -1.43)  -0.955
H (-0.56, 1.27, 1.31)  0.241
H (0.24, 0.49, 2.73)  0.249
H (1.57, -1.66, -0.54)  0.454
H (-0.59, 1.37, -1.80)  0.486
H (0.28, -2.09, 0.08)  0.451
H (-1.46, 0.26, -1.47)  0.482

Calculated values
Net charge: +1
Orbital gap (eV): 12.446

Model x:
Computed, not measured: a gas-phase ion, C2H6NO2 (charge +1), with the ωB97M-V functional and the def2-TZVPD basis.

Last column: natural (NBO) charge in e.
Atoms and positions in Å:
N (0.96, 0.78, -0.39)  -0.703
C (0.04, -0.29, -0.14)  0.559
O (0.80, -1.52, 0.13)  -0.697
C (-1.27, 0.00, 0.38)  -0.104
O (-1.08, -0.37, -0.93)  -0.417
H (1.70, 0.71, 0.36)  0.483
H (0.53, 1.67, -0.35)  0.450
H (1.37, 0.84, -1.39)  0.480
H (0.37, -2.12, 0.79)  0.525
H (-1.95, -0.72, 1.06)  0.240
H (-1.47, 1.02, 0.48)  0.183

Calculated values
Net charge: +1
Orbital gap (eV): 11.832
SMILES string: [NH3+][C@@]1(O)CO1

Model y:
Computed, not measured: a gas-phase ion, C2H6NO2 (charge +1), with the ωB97M-V functional and the def2-TZVPD basis.

Last column: natural (NBO) charge in e.
Atoms and positions in Å:
C (1.30, -0.88, 0.16)  0.403
C (-2.39, 0.10, 0.01)  -0.258
N (2.40, 0.14, 0.01)  -0.822
O (-1.07, -0.68, 0.00)  -0.222
O (0.15, -0.17, -0.09)  -0.227
H (-3.08, -0.81, 0.10)  0.253
H (-2.44, 0.84, 0.80)  0.220
H (-2.67, 0.44, -0.99)  0.217
H (1.84, 1.01, -0.07)  0.461
H (2.97, -0.27, -0.81)  0.495
H (2.99, 0.29, 0.88)  0.481

Calculated values
Net charge: +1
Orbital gap (eV): 10.069

Stability check: which of them is least stable? model y.

Model w:
Computed, not measured: 3 unconnected molecules or ions with the total composition C3H11NO2, with the ωB97M-V functional and the def2-TZVPD basis.

Last column: natural (NBO) charge in e.
Atoms and positions in Å:
C (-1.12, 1.64, -0.23)  -0.064
N (-0.40, 0.68, 0.15)  -0.375
C (-1.04, -0.62, 0.22)  -0.253
C (-2.03, -0.74, 1.41)  -0.606
H (-2.19, 1.55, -0.42)  0.132
H (-0.80, 2.67, -0.06)  0.170
H (-1.67, -0.85, -0.64)  0.177
H (-0.29, -1.40, 0.32)  0.198
H (-1.48, -0.87, 2.35)  0.207
H (-2.54, 0.22, 1.51)  0.202
H (-2.67, -1.59, 1.22)  0.212
O (3.00, 1.24, 4.44)  -0.927
H (2.12, 1.56, 4.68)  0.464
H (3.44, 2.08, 4.27)  0.464
O (2.51, -1.67, -6.06)  -0.937
H (3.16, -2.36, -6.27)  0.469
H (2.02, -1.53, -6.88)  0.468

Calculated values
Orbital gap (eV): 10.556
SMILES string: C=NCC.O.O

Model x:
Computed, not measured: 2 unconnected molecules or ions with the total composition C3H11NO2, with the ωB97M-V functional and the def2-TZVPD basis.

Last column: natural (NBO) charge in e.
Atoms and positions in Å:
C (-2.52, 1.39, -0.85)  -0.635
C (-1.03, 1.14, -0.62)  0.091
O (-0.37, 2.40, -0.39)  -0.723
C (-0.33, 0.40, -1.73)  -0.244
N (0.82, -0.34, -1.17)  -0.821
H (-3.08, 0.47, -1.01)  0.218
H (-2.96, 1.98, -0.04)  0.213
H (-2.60, 1.99, -1.76)  0.201
H (-0.93, 0.61, 0.33)  0.166
H (-1.01, 3.11, -0.47)  0.463
H (-1.00, -0.26, -2.29)  0.166
H (0.06, 1.13, -2.43)  0.206
H (1.40, -0.76, -1.88)  0.356
H (0.43, -1.09, -0.62)  0.344
O (3.04, -4.23, 4.04)  -0.944
H (2.60, -3.76, 4.75)  0.472
H (3.94, -3.92, 3.97)  0.472

Calculated values
Orbital gap (eV): 10.318
SMILES string: C[C@H](O)CN.O

Stability check: which of them is least stable? model w.

Model w:
Computed, not measured: a gas-phase ion, C4H7BrNS (charge +1), with the ωB97M-V functional and the def2-TZVPD basis.

Last column: natural (NBO) charge in e.
Atoms and positions in Å:
C (0.05, -1.26, 1.21)  -0.380
N (0.24, 0.06, 0.46)  -0.389
C (-0.98, 0.90, 0.22)  -0.114
C (-1.13, 1.33, -1.00)  -0.324
S (0.09, 1.08, -2.24)  0.401
C (0.88, -0.16, -1.05)  -0.296
Br (2.77, -0.12, -1.01)  0.189
H (-0.19, -1.88, 0.42)  0.212
H (0.92, -1.58, 1.66)  0.237
H (-0.67, -1.25, 1.93)  0.242
H (0.91, 0.67, 0.92)  0.440
H (-1.62, 1.25, 1.04)  0.267
H (-1.72, 2.17, -1.35)  0.277
H (0.45, -1.21, -1.21)  0.238

Calculated values
Net charge: +1
Orbital gap (eV): 10.084
SMILES string: C[N@@H+]1C=CS[C@H]1Br

Model x:
Computed, not measured: a molecular structure, C4H7BrNS, with the ωB97M-V functional and the def2-TZVPD basis.

Last column: natural (NBO) charge in e.
Atoms and positions in Å:
C (1.27, -1.46, -0.43)  -0.424
C (1.07, -0.17, -0.33)  0.258
C (-0.69, -0.67, 1.03)  -0.345
C (-0.87, 1.07, -0.70)  -0.462
N (0.03, 0.47, 0.30)  -0.430
S (-0.03, -2.32, 0.28)  0.385
Br (2.70, 1.76, -0.42)  -0.068
H (1.94, -2.22, -0.78)  0.316
H (-0.54, -0.80, 2.15)  0.277
H (-1.74, -0.69, 0.88)  0.250
H (-1.47, 0.44, -1.36)  0.264
H (-1.75, 1.70, -0.29)  0.259
H (-0.27, 1.78, -1.25)  0.261
H (0.35, 1.12, 0.92)  0.462

Calculated values
Net charge: +1
Orbital gap (eV): 7.452

Stability check: which of them is least stable? model x.

Model w:
Computed, not measured: 2 unconnected molecules or ions with the total composition C11H18O, with the ωB97M-V functional and the def2-TZVPD basis.

Last column: natural (NBO) charge in e.
Atoms and positions in Å:
C (1.92, -0.88, -0.33)  -0.604
C (0.66, -0.03, -0.34)  -0.420
C (0.81, 1.16, 0.58)  -0.055
C (1.31, 2.36, 0.05)  -0.179
C (1.46, 3.48, 0.84)  -0.287
C (1.17, 3.36, 2.20)  0.292
O (1.28, 4.43, 3.05)  -0.674
C (0.74, 2.17, 2.76)  -0.264
C (0.50, 1.08, 1.93)  -0.180
H (2.01, -1.56, -1.19)  0.206
H (2.01, -1.52, 0.51)  0.209
H (2.79, -0.22, -0.41)  0.208
H (0.36, 0.24, -1.35)  0.209
H (-0.20, -0.58, 0.02)  0.208
H (1.46, 2.38, -1.02)  0.210
H (1.79, 4.45, 0.48)  0.208
H (1.57, 5.21, 2.56)  0.475
H (0.60, 2.14, 3.83)  0.225
H (0.12, 0.18, 2.39)  0.212
C (-2.60, -1.39, -1.48)  -0.609
C (-1.56, -2.44, -1.93)  -0.400
C (-1.80, -3.75, -1.19)  -0.604
H (-2.70, -0.50, -2.10)  0.210
H (-3.53, -1.96, -1.44)  0.201
H (-2.37, -0.96, -0.51)  0.199
H (-0.55, -2.05, -1.95)  0.200
H (-1.72, -2.62, -3.00)  0.192
H (-1.14, -4.53, -1.55)  0.210
H (-2.84, -4.05, -1.29)  0.202
H (-1.57, -3.63, -0.13)  0.199

Calculated values
Orbital gap (eV): 9.285
SMILES string: CCc1ccc(O)cc1.CCC

Model x:
Computed, not measured: 2 unconnected molecules or ions with the total composition C11H18O, with the ωB97M-V functional and the def2-TZVPD basis.

Last column: natural (NBO) charge in e.
Atoms and positions in Å:
C (-1.40, 0.32, 3.21)  -0.641
C (-0.81, 1.28, 2.25)  -0.055
C (-1.44, 2.46, 1.71)  -0.199
C (-0.67, 3.22, 0.79)  -0.283
C (0.62, 2.90, 0.44)  0.300
O (1.16, 3.70, -0.41)  -0.698
C (1.36, 1.98, 1.14)  -0.261
C (0.60, 1.16, 1.95)  -0.200
H (-0.78, 0.54, 4.09)  0.221
H (-1.14, -0.77, 3.06)  0.229
H (-2.49, 0.59, 3.40)  0.223
H (-2.53, 2.65, 1.81)  0.216
H (-1.06, 4.13, 0.35)  0.200
H (0.85, 4.43, -0.93)  0.516
H (2.48, 1.95, 1.15)  0.232
H (1.16, 0.54, 2.70)  0.200
C (0.71, -0.86, -2.24)  -0.601
C (-0.11, -2.08, -1.90)  -0.214
C (-0.13, -3.19, -3.06)  -0.616
C (0.46, -2.64, -0.59)  -0.601
H (0.75, -0.21, -1.35)  0.211
H (0.26, -0.32, -2.95)  0.196
H (1.81, -0.99, -2.48)  0.201
H (-1.06, -1.79, -1.45)  0.204
H (0.84, -3.55, -3.32)  0.208
H (-0.52, -4.15, -2.78)  0.208
H (-0.66, -2.81, -3.94)  0.208
H (1.41, -3.14, -0.65)  0.193
H (0.56, -2.00, 0.25)  0.208
H (-0.20, -3.35, -0.26)  0.195

Calculated values
Orbital gap (eV): 8.677
SMILES string: Cc1ccc(O)cc1.CC(C)C

Stability check: which of them is least stable? model x.